Density functional theory data (ωB97M-V with the def2-TZVPD basis set) for C51H55N8O8Tl as an isolated structure.

## Properties
Energy relative to the best compared isomer or geometry (same formula, charge and spin)   26.2 kcal per mole
LUMO energy   -6.2 eV
Kohn-Sham gap   6.178 eV
Largest force on an atom   1.59 eV/Å
Total charge   +2

Last column: Löwdin charge in e.
Cartesian coordinates (Å):
1 Tl -0.02 0.05 1.13  1.20
2 C 0.25 -2.94 -6.00  -0.04
3 C 0.25 -2.11 -4.75  -0.25
4 C 0.11 -0.75 -4.79  0.03
5 C 0.08 0.01 -3.59  -0.11
6 C -0.31 1.36 -3.52  0.00
7 N -0.13 2.32 -4.40  0.08
8 C 0.91 2.40 -5.43  -0.13
9 C 2.29 2.59 -4.81  -0.14
10 C 2.49 3.87 -3.98  -0.13
11 N 1.76 3.86 -2.71  0.09
12 C 1.95 3.11 -1.65  0.02
13 C 2.97 2.21 -1.31  -0.09
14 C 4.25 2.09 -1.92  0.04
15 C 5.18 1.18 -1.50  -0.24
16 C 6.56 1.11 -2.08  -0.03
17 C 4.78 0.28 -0.50  0.06
18 C 3.54 0.32 0.10  -0.10
19 C 3.22 -0.76 1.01  -0.06
20 N 2.07 -1.12 1.43  0.02
21 C 2.06 -2.34 2.27  -0.20
22 C 2.23 -3.66 1.51  -0.15
23 C 1.04 -4.12 0.69  -0.21
24 N 1.16 -3.58 -0.66  0.09
25 C 0.34 -2.69 -0.99  -0.13
26 C 0.33 -2.03 -2.30  -0.10
27 C 0.35 -2.74 -3.48  0.06
28 C 0.28 -0.61 -2.32  -0.30
29 O 0.54 0.11 -1.29  -0.10
30 C 2.63 1.38 -0.18  -0.30
31 O 1.61 1.61 0.54  -0.12
32 H 0.36 -2.33 -6.89  0.08
33 H -0.68 -3.51 -6.09  0.09
34 H 1.06 -3.67 -5.98  0.09
35 H -0.07 -0.29 -5.74  0.12
36 H -0.90 1.62 -2.63  0.12
37 H -0.66 3.16 -4.24  0.15
38 H 0.65 3.24 -6.08  0.13
39 H 0.91 1.51 -6.04  0.11
40 H 3.02 2.61 -5.62  0.13
41 H 2.52 1.72 -4.19  0.12
42 H 2.18 4.76 -4.53  0.14
43 H 3.56 3.99 -3.79  0.11
44 H 0.92 4.41 -2.69  0.15
45 H 1.15 3.18 -0.92  0.13
46 H 4.53 2.78 -2.70  0.11
47 H 6.69 1.82 -2.89  0.08
48 H 6.77 0.11 -2.47  0.09
49 H 7.31 1.32 -1.32  0.09
50 H 5.47 -0.50 -0.20  0.14
51 H 4.08 -1.36 1.32  0.15
52 H 1.13 -2.35 2.81  0.07
53 H 2.87 -2.28 3.00  0.13
54 H 2.45 -4.42 2.27  0.12
55 H 3.10 -3.60 0.85  0.12
56 H 0.09 -3.83 1.17  0.12
57 H 1.06 -5.20 0.60  0.12
58 H -0.46 -2.36 -0.30  0.10
59 H 0.43 -3.82 -3.44  0.14
60 C -3.30 -1.76 2.90  0.00
61 C -2.24 -2.45 3.71  -0.20
62 C -2.41 -3.76 4.14  -0.02
63 C -1.47 -4.38 4.94  -0.04
64 C -0.34 -3.69 5.34  -0.02
65 C -0.11 -2.39 4.91  -0.23
66 C 1.08 -1.61 5.42  -0.03
67 C -1.05 -1.80 4.07  -0.23
68 N -0.76 -0.50 3.52  0.12
69 C -1.26 0.52 4.09  -0.23
70 C -2.12 0.46 5.31  0.02
71 C -0.91 1.90 3.58  -0.21
72 C -1.04 3.05 4.52  0.03
73 N -0.50 2.02 2.38  0.09
74 C -0.10 3.28 1.82  -0.22
75 C 1.09 3.88 2.23  -0.22
76 C 2.01 3.25 3.24  -0.02
77 C 1.45 5.08 1.63  -0.02
78 C 0.65 5.67 0.66  -0.06
79 C -0.52 5.03 0.26  -0.05
80 C -0.91 3.82 0.82  -0.21
81 C -2.16 3.13 0.38  -0.01
82 H -3.03 -1.70 1.85  0.05
83 H -3.49 -0.74 3.24  0.08
84 H -4.24 -2.31 2.97  0.10
85 H -3.32 -4.28 3.86  0.12
86 H -1.62 -5.40 5.26  0.12
87 H 0.38 -4.15 6.01  0.12
88 H 1.92 -2.27 5.63  0.09
89 H 0.83 -1.11 6.35  0.09
90 H 1.41 -0.85 4.71  0.06
91 H -2.38 -0.57 5.54  0.10
92 H -3.04 1.04 5.16  0.11
93 H -1.60 0.89 6.16  0.11
94 H -1.94 2.97 5.12  0.09
95 H -1.05 3.99 3.97  0.11
96 H -0.19 3.06 5.20  0.11
97 H 1.83 2.18 3.36  0.07
98 H 1.89 3.72 4.22  0.09
99 H 3.05 3.39 2.94  0.10
100 H 2.37 5.56 1.93  0.13
101 H 0.92 6.62 0.24  0.11
102 H -1.16 5.50 -0.48  0.12
103 H -2.67 3.71 -0.39  0.09
104 H -2.86 3.01 1.21  0.10
105 H -1.97 2.14 -0.03  0.04
106 O -2.28 0.70 -1.51  0.04
107 C -2.46 -0.31 -0.87  -0.53
108 O -1.84 -0.65 0.23  -0.16
109 C -3.48 -1.32 -1.32  -0.07
110 C -3.63 -2.54 -0.67  0.07
111 C -4.59 -3.42 -1.11  -0.09
112 C -5.40 -3.17 -2.20  0.11
113 C -5.20 -1.96 -2.84  -0.09
114 C -4.28 -1.03 -2.42  0.09
115 N -6.01 -1.66 -4.05  -0.35
116 O -5.67 -0.70 -4.71  0.09
117 O -6.93 -2.40 -4.29  0.12
118 N -4.74 -4.70 -0.39  -0.34
119 O -4.12 -4.83 0.65  0.08
120 O -5.48 -5.53 -0.87  0.12
121 H -3.01 -2.80 0.17  0.11
122 H -6.14 -3.88 -2.54  0.14
123 H -4.17 -0.08 -2.94  0.14

---

Density functional theory data (ωB97M-V with the def2-TZVPD basis set) for C51H60BN12PS4Ti as an isolated structure.

## Properties
Energy relative to the best compared isomer or geometry (same formula, charge and spin)   11.2 kcal per mole
LUMO energy (spin up / spin down)   -5.9 / -5.9 eV
Kohn-Sham gap (spin up / spin down)   6.174 / 6.175 eV
Largest force on an atom   0.89 eV/Å
Total charge   +2

Last column: Löwdin charge in e.
Cartesian coordinates (Å):
1 Ti -0.33 -0.28 -0.68  0.24
2 C 0.00 -6.78 -0.98  -0.03
3 C 0.13 -5.25 -1.03  -0.52
4 C 1.60 -4.83 -0.97  -0.02
5 C -0.51 -4.77 -2.32  -0.06
6 N -0.54 -4.69 0.20  0.03
7 C -0.40 -5.31 1.42  -0.01
8 C -1.01 -4.55 2.35  -0.02
9 N -1.51 -3.44 1.70  0.03
10 B -2.14 -2.29 2.52  -0.56
11 N -3.31 -1.58 1.79  0.03
12 C -4.55 -2.18 1.85  -0.02
13 C -5.44 -1.35 1.30  -0.02
14 N -4.76 -0.22 0.90  0.03
15 C -3.44 -0.40 1.16  -0.59
16 S -2.13 0.68 0.80  0.73
17 C -5.58 0.94 0.39  -0.53
18 C -6.22 0.50 -0.92  -0.01
19 C -6.64 1.25 1.45  -0.02
20 C -4.77 2.21 0.16  -0.08
21 N -1.04 -1.35 3.10  0.05
22 C -1.20 -0.84 4.38  -0.02
23 C 0.01 -0.45 4.82  -0.02
24 N 0.93 -0.71 3.82  0.03
25 C 0.25 -1.23 2.77  -0.60
26 S 0.91 -1.62 1.21  0.79
27 C 2.43 -0.68 4.03  -0.52
28 C 2.71 -0.21 5.45  -0.04
29 C 2.95 -2.11 3.88  -0.03
30 C 3.11 0.27 3.06  -0.03
31 C -1.20 -3.53 0.40  -0.62
32 S -1.70 -2.32 -0.75  0.75
33 H 0.37 -7.18 -1.92  0.10
34 H -1.04 -7.08 -0.86  0.10
35 H 0.60 -7.23 -0.19  0.08
36 H 2.13 -5.24 -1.84  0.10
37 H 2.08 -5.20 -0.07  0.09
38 H 1.68 -3.74 -1.00  0.04
39 H -0.09 -5.35 -3.13  0.10
40 H -0.28 -3.72 -2.51  0.00
41 H -1.59 -4.91 -2.32  0.10
42 H 0.09 -6.26 1.53  0.13
43 H -1.15 -4.70 3.40  0.14
44 H -2.64 -2.82 3.48  0.13
45 H -4.68 -3.15 2.31  0.14
46 H -6.50 -1.46 1.18  0.13
47 H -6.92 -0.33 -0.78  0.09
48 H -5.46 0.18 -1.64  0.08
49 H -6.78 1.33 -1.35  0.10
50 H -7.33 0.43 1.60  0.08
51 H -7.23 2.11 1.12  0.10
52 H -6.17 1.50 2.40  0.10
53 H -4.00 2.08 -0.59  0.03
54 H -4.31 2.57 1.08  0.08
55 H -5.47 2.97 -0.18  0.10
56 H -2.15 -0.83 4.87  0.14
57 H 0.29 -0.03 5.77  0.12
58 H 2.31 -0.89 6.21  0.10
59 H 2.34 0.80 5.64  0.09
60 H 3.79 -0.18 5.58  0.10
61 H 2.44 -2.78 4.57  0.10
62 H 4.01 -2.12 4.12  0.09
63 H 2.82 -2.49 2.86  0.05
64 H 2.77 1.30 3.23  0.08
65 H 2.94 0.00 2.02  0.04
66 H 4.18 0.24 3.25  0.09
67 N -2.21 2.03 -2.35  -0.11
68 P -0.61 2.10 -1.82  1.02
69 C 0.40 2.20 -3.32  -0.34
70 C -0.18 2.18 -4.58  -0.06
71 C 0.61 2.22 -5.72  -0.05
72 C 1.99 2.29 -5.61  -0.05
73 C 2.58 2.32 -4.35  -0.06
74 C 1.79 2.27 -3.21  -0.12
75 C -0.55 3.77 -1.09  -0.32
76 C 0.23 4.78 -1.65  -0.07
77 C 0.20 6.06 -1.13  -0.06
78 C -0.61 6.35 -0.04  -0.06
79 C -1.40 5.35 0.52  -0.06
80 C -1.37 4.07 0.01  -0.10
81 C -2.60 0.85 -2.94  -0.41
82 C -3.68 0.81 -3.82  -0.02
83 C -3.91 -0.34 -4.54  -0.03
84 C -3.03 -1.41 -4.39  -0.03
85 C -2.03 -1.31 -3.45  -0.20
86 N -1.83 -0.22 -2.68  -0.02
87 H -2.68 2.88 -2.64  0.13
88 H -1.26 2.12 -4.70  0.10
89 H 0.15 2.20 -6.70  0.11
90 H 2.61 2.33 -6.50  0.12
91 H 3.66 2.38 -4.26  0.11
92 H 2.26 2.30 -2.24  0.08
93 H 0.85 4.57 -2.51  0.10
94 H 0.81 6.83 -1.57  0.11
95 H -0.64 7.35 0.36  0.11
96 H -2.04 5.57 1.37  0.11
97 H -1.98 3.30 0.45  0.04
98 H -4.30 1.69 -3.96  0.13
99 H -4.73 -0.39 -5.24  0.12
100 H -3.13 -2.31 -4.97  0.12
101 H -1.35 -2.13 -3.30  0.04
102 S 1.08 -1.23 -2.28  0.74
103 C 2.60 -0.52 -1.81  -0.75
104 N 3.65 -0.79 -2.55  0.08
105 N 4.85 -0.40 -2.28  0.05
106 C 5.48 -0.05 -1.04  -0.24
107 C 5.23 -0.78 0.12  -0.03
108 C 5.98 -0.52 1.24  -0.08
109 C 6.96 0.47 1.23  -0.06
110 C 7.19 1.20 0.08  -0.06
111 C 6.45 0.93 -1.07  -0.02
112 N 2.64 0.41 -0.82  0.04
113 N 1.53 0.70 -0.30  -0.18
114 C 1.63 1.82 0.61  -0.29
115 C 2.60 2.80 0.40  -0.02
116 C 2.65 3.90 1.24  -0.04
117 C 1.74 4.03 2.29  -0.06
118 C 0.79 3.04 2.50  -0.07
119 C 0.74 1.93 1.67  -0.11
120 H 5.50 -0.66 -3.02  0.16
121 H 4.47 -1.55 0.13  0.12
122 H 5.82 -1.10 2.14  0.10
123 H 7.55 0.66 2.12  0.11
124 H 7.96 1.96 0.06  0.11
125 H 6.64 1.48 -1.98  0.12
126 H 3.31 2.70 -0.40  0.11
127 H 3.40 4.66 1.07  0.12
128 H 1.78 4.90 2.93  0.12
129 H 0.10 3.12 3.32  0.12
130 H 0.03 1.15 1.88  0.02

---

Density functional theory data (ωB97M-V with the def2-TZVPD basis set) for C51H60ClGeN7O4Sn as an isolated structure.

## Properties
LUMO energy (spin up / spin down)   -2.4 / -3.1 eV
Kohn-Sham gap (spin up / spin down)   6.880 / 7.018 eV
Largest force on an atom   0.73 eV/Å
Spin multiplicity   2
Total charge   +1

Last column: Löwdin spin population.
Cartesian coordinates (Å):
1 Sn 0.92 -0.60 0.00  0.02
2 N 1.35 0.21 2.37  0.01
3 N 1.75 1.56 2.46  0.00
4 C 2.51 2.05 1.39  0.00
5 N 3.34 3.08 1.70  0.00
6 N 2.36 1.46 0.26  0.00
7 N 3.00 1.72 -0.92  0.00
8 O 4.02 2.78 -0.89  0.00
9 O 2.62 0.43 -3.24  0.00
10 H 0.43 0.09 2.79  0.00
11 H 2.02 -0.40 2.84  0.00
12 H 2.08 1.84 3.37  0.00
13 H 3.06 3.68 2.47  0.00
14 H 3.75 3.56 0.91  0.00
15 C -0.47 -4.43 -2.93  0.00
16 C -0.60 -3.29 -1.92  0.00
17 C -1.65 -2.27 -2.37  0.00
18 C -0.90 -3.84 -0.53  0.01
19 C -2.06 -4.60 -0.35  0.00
20 C -2.32 -5.22 0.86  0.01
21 C -1.43 -5.07 1.91  0.00
22 C -0.27 -4.31 1.78  0.01
23 C 0.62 -4.13 3.00  0.00
24 C 1.21 -5.47 3.46  0.00
25 C -0.14 -3.46 4.15  0.00
26 C -0.01 -3.70 0.55  0.01
27 N 1.12 -2.87 0.37  0.22
28 C 2.34 -3.34 0.53  0.17
29 C 3.42 -2.47 0.37  0.20
30 N 3.18 -1.19 0.08  0.21
31 C 4.22 -0.27 -0.04  0.00
32 C 5.19 -0.09 0.87  0.04
33 C 6.22 0.94 0.66  0.00
34 C 6.20 1.81 -0.34  0.02
35 C 5.05 1.83 -1.30  0.00
36 C 4.05 0.67 -1.23  0.00
37 C 3.71 -0.11 -2.53  0.00
38 C 2.88 1.60 -3.99  0.00
39 C 4.96 -0.36 -3.37  0.00
40 C 5.26 -0.82 2.20  0.00
41 C 6.53 -1.68 2.32  0.00
42 C 5.17 0.17 3.36  0.00
43 H -0.16 -4.03 -3.91  0.00
44 H -1.42 -4.95 -3.06  0.00
45 H 0.28 -5.15 -2.61  0.00
46 H 0.36 -2.78 -1.88  0.00
47 H -2.66 -2.70 -2.36  0.00
48 H -1.44 -1.94 -3.39  0.00
49 H -1.65 -1.40 -1.72  0.00
50 H -2.75 -4.73 -1.17  0.00
51 H -3.22 -5.82 0.98  0.00
52 H -1.64 -5.56 2.86  0.00
53 H 1.45 -3.47 2.74  0.00
54 H 0.42 -6.16 3.76  0.00
55 H 1.87 -5.32 4.32  0.00
56 H 1.78 -5.94 2.66  0.00
57 H -0.97 -4.08 4.50  0.00
58 H -0.55 -2.50 3.83  0.00
59 H 0.52 -3.29 5.00  0.00
60 H 2.52 -4.39 0.72  0.01
61 H 4.44 -2.84 0.43  0.01
62 H 7.05 0.97 1.36  0.00
63 H 6.97 2.55 -0.47  0.00
64 H 5.40 2.08 -2.30  0.00
65 H 3.34 -1.09 -2.22  0.00
66 H 3.61 1.43 -4.79  0.00
67 H 3.22 2.43 -3.35  0.00
68 H 1.93 1.89 -4.45  0.00
69 H 5.44 0.56 -3.70  0.00
70 H 4.69 -0.94 -4.25  0.00
71 H 5.68 -0.93 -2.78  0.00
72 H 4.40 -1.49 2.27  0.00
73 H 7.43 -1.06 2.30  0.00
74 H 6.60 -2.40 1.50  0.00
75 H 6.53 -2.23 3.26  0.00
76 H 6.07 0.77 3.45  0.00
77 H 5.03 -0.37 4.31  0.00
78 H 4.33 0.86 3.23  0.00
79 Cl -6.62 -3.52 0.57  0.00
80 C -5.38 -2.32 0.37  0.00
81 C -5.52 -1.31 -0.58  0.00
82 C -4.54 -0.36 -0.73  0.00
83 C -3.37 -0.35 0.05  0.00
84 O -2.43 0.59 -0.03  0.00
85 C -3.22 -1.41 0.98  0.00
86 C -2.06 -1.71 1.80  0.00
87 O -0.92 -1.26 1.81  0.00
88 C -4.24 -2.36 1.13  0.00
89 H -6.41 -1.27 -1.19  0.00
90 H -4.70 0.40 -1.48  0.00
91 H -2.26 -2.54 2.50  0.00
92 H -4.10 -3.16 1.85  0.00
93 C -2.15 1.51 -2.76  0.00
94 Ge -2.68 2.17 -1.01  0.00
95 C -1.56 3.65 -0.47  0.00
96 C -0.68 4.20 -1.40  0.00
97 C -0.10 5.44 -1.18  0.00
98 C -0.39 6.14 -0.02  0.00
99 C -1.25 5.60 0.92  0.00
100 C -1.84 4.37 0.69  0.00
101 C -4.47 2.70 -0.47  0.00
102 C -4.92 2.32 0.77  0.00
103 C -6.18 2.73 1.25  0.00
104 C -6.99 3.51 0.47  0.00
105 C -6.56 3.94 -0.81  0.00
106 C -7.38 4.75 -1.63  0.00
107 C -6.95 5.17 -2.85  0.00
108 C -5.67 4.81 -3.31  0.00
109 C -4.86 4.03 -2.55  0.00
110 C -5.28 3.55 -1.28  0.00
111 H -2.36 2.20 -3.57  0.00
112 H -2.65 0.56 -2.97  0.00
113 H -1.08 1.33 -2.71  0.00
114 H -0.46 3.67 -2.32  0.00
115 H 0.57 5.86 -1.92  0.00
116 H 0.06 7.11 0.16  0.00
117 H -1.49 6.16 1.82  0.00
118 H -2.55 3.97 1.42  0.00
119 H -4.31 1.68 1.40  0.00
120 H -6.51 2.42 2.23  0.00
121 H -7.97 3.81 0.83  0.00
122 H -8.37 5.03 -1.26  0.00
123 H -7.59 5.79 -3.47  0.00
124 H -5.33 5.17 -4.28  0.00
125 H -3.87 3.77 -2.90  0.00